Entry 1:
Formula: C3H2O3S
Source: OMol25
Level of theory: ωB97M-V/def2-TZVPD

Geometry as XYZ:
```
9
Properties=species:S:1:pos:R:3:mulliken_charge:R:1
O 2.3107 -0.5123 0.1333 -0.43
C 1.1633 -0.5369 -0.0407 0.50
O 0.3991 -1.6270 -0.2233 -0.19
O -1.0062 -1.1808 -0.3336 -0.19
C -1.0670 0.1451 0.1061 -0.20
C 0.3543 0.7468 -0.1773 0.20
S 0.8070 2.2696 -0.1793 -0.22
H -1.0999 0.1227 1.2386 0.23
H -1.8614 0.5729 -0.5238 0.29
```

Summary:
DFT total energy, Ha: -739.28370
Molar mass, u: 118.11
HOMO energy, eV: -9.54
ΔE to the lowest compared entry with this formula, charge and spin, kcal/mol: 105.2
LUMO, eV: -1.6
Gap between HOMO and LUMO, eV: 7.98
Charge: 0


Entry 2:
Formula: H80O40
Source: OMol25
Level of theory: ωB97M-V/def2-TZVPD

Geometry as XYZ:
```
120
Properties=species:S:1:pos:R:3:lowdin_spin:R:1
H 3.3112 4.1916 0.6394 0.00
H 3.8768 5.5124 0.6158 0.00
O 4.1221 4.6624 0.2371 0.00
H -1.8014 1.3274 -4.5579 0.00
H -2.2711 0.9963 -5.9003 0.00
O -1.5331 0.8133 -5.3287 0.00
H -4.9550 -1.2974 0.0432 0.00
H -5.8939 -1.9120 -0.9603 0.00
O -5.4426 -1.0913 -0.8028 0.00
H 4.4943 2.6282 2.8559 0.00
H 4.2193 3.1078 4.3428 0.00
O 3.9808 2.4718 3.6510 0.00
H 1.5507 -2.4855 1.2042 0.00
H 2.8763 -2.2453 0.1911 0.00
O 1.9150 -2.2545 0.3789 0.00
H -3.2630 -1.1305 1.1445 0.00
O -3.5266 -1.8851 0.6972 0.00
H -0.6494 2.5230 2.4087 0.00
O -1.5919 2.7041 2.3266 0.00
H 1.5576 0.4793 -3.8194 0.00
H 2.2397 0.7340 -2.5562 0.00
O 1.5843 1.0926 -3.1187 0.00
H -4.9065 4.1356 1.3216 0.00
H -5.1669 2.7668 1.7757 0.00
O -5.0933 3.6585 2.1620 0.00
H 0.5814 6.5155 1.7488 0.00
H 1.2797 5.1983 2.0429 0.00
O 1.2085 5.9129 1.3829 0.00
H 0.4827 0.3341 4.7654 0.00
H -0.3713 1.6255 4.7426 0.00
O 0.2380 1.0860 4.2375 0.00
H 4.1585 0.1112 -0.0764 0.00
O 3.1894 0.0319 -0.1574 0.00
H 1.5149 2.2596 2.4334 0.00
H 1.3682 1.2626 1.1670 0.00
O 1.2776 2.1732 1.4864 0.00
H -4.6646 1.9102 -4.3081 0.00
H -4.3573 3.2896 -4.3546 0.00
O -3.9012 2.4602 -4.1995 0.00
H 3.6006 -4.2360 0.6603 0.00
H 4.5206 -3.9029 1.8216 0.00
O 3.8569 -3.4999 1.2763 0.00
H -2.4425 0.8218 -0.7249 0.00
H -1.7719 1.7424 0.2885 0.00
O -2.6525 1.3870 0.0404 0.00
H 2.7035 1.6913 -4.9574 0.00
H 3.9505 1.6172 -4.4025 0.00
O 3.2856 0.9613 -4.7294 0.00
H -4.1043 0.1596 3.1730 0.00
H -3.4479 1.1650 2.3915 0.00
O -3.3784 0.2424 2.5639 0.00
H -1.2033 0.0041 2.2917 0.00
O -1.0400 -0.8277 1.8208 0.00
H -0.9992 3.0585 -2.9110 0.00
H 0.2554 2.0603 -3.3589 0.00
O -0.6476 2.4452 -3.5176 0.00
H 0.6867 -0.6376 -1.1363 0.00
O 0.4009 -0.2006 -0.2458 0.00
H 1.4525 -4.4774 2.7948 0.00
H 0.0867 -4.0503 2.9154 0.00
O 0.5824 -4.6896 2.3537 0.01
H -3.0950 3.0847 -2.0777 0.00
H -3.6903 2.5212 -0.8955 0.00
O -3.9891 2.8991 -1.7539 0.00
H 3.9142 -1.8942 4.4087 0.00
H 5.1775 -1.4388 3.7530 0.00
O 4.3482 -1.8769 3.5031 0.00
H -0.0544 2.4614 -0.4939 0.00
H -1.4434 2.7886 -1.0477 0.00
O -0.7900 3.0433 -0.3658 0.00
H 2.8957 1.0571 4.1607 0.00
H 2.7811 -0.0812 3.1295 0.00
O 2.8633 0.0936 4.1328 0.00
H -0.5044 -4.7424 -3.3107 0.00
H 0.9493 -5.0899 -3.3086 0.00
O 0.2883 -4.8082 -2.6881 0.08
H 0.8303 -1.5572 2.7755 0.00
H 2.3254 -2.3674 2.8263 0.00
O 1.4149 -2.2353 3.0903 0.00
H -0.6218 -4.4525 0.2450 0.00
H 0.0276 -5.8035 0.8881 0.01
O -0.5029 -5.4610 0.1815 0.77
H 5.0876 0.6318 1.0602 0.00
H 6.2655 1.0109 0.2879 0.00
O 5.7920 0.2363 0.5660 0.00
H 0.5847 5.5634 -1.2599 0.00
H -0.5703 6.2332 -0.7469 0.00
O 0.3081 6.4584 -1.1123 0.00
H 2.9831 -3.7561 -4.0147 0.00
O 2.1969 -4.2822 -4.3054 0.01
H -3.3554 0.9439 5.3278 0.00
H -2.4285 1.6555 4.4266 0.00
O -2.7638 1.6713 5.3241 0.00
H -0.8739 -0.6544 0.8363 0.00
H -3.5010 -2.6780 1.2202 0.00
H 1.1798 -0.5814 0.1687 0.00
H -1.5509 3.4266 1.6873 0.00
H 2.9597 0.8502 -0.6697 0.00
H 1.6609 -3.4076 -4.2875 0.00
O -2.0933 -3.7261 -0.3499 0.10
H -1.4431 -3.9772 -0.9945 0.00
H -1.9737 -2.7697 -0.2013 0.00
O -6.4730 1.0047 -2.2495 0.00
H -6.1024 0.3465 -1.6032 0.00
H -5.7412 1.3665 -2.7014 0.00
O 1.3463 0.1730 -6.3193 0.00
H 1.1187 -0.6761 -6.7689 0.00
H 0.5871 0.7265 -6.4203 0.00
O -4.9755 -0.9704 -3.6706 0.00
H -5.7856 -1.3776 -3.3396 0.00
H -4.4339 -0.5923 -2.9917 0.00
O 0.6836 -1.7598 -3.0795 0.00
H 0.9682 -2.1135 -2.2064 0.00
H -0.2592 -2.0494 -3.0123 0.00
O 2.7359 -5.7358 -0.1244 0.02
H 1.9774 -5.5757 0.5462 0.00
H 2.4911 -5.2085 -0.8837 0.00
O 1.9880 -3.7927 5.5323 0.00
H 1.2870 -4.3871 5.3301 0.00
H 1.6657 -2.8765 5.5763 0.00
```

Summary:
DFT total energy, Ha: -3057.01945
Spin multiplicity: 2
⟨S²⟩: 0.75
Molar mass, u: 720.60
HOMO energy (alpha / beta), eV: -11.79 / -11.78
ΔE to the lowest compared entry with this formula, charge and spin, kcal/mol: 177.5
LUMO (alpha / beta), eV: -3.2 / -10.0
Gap between HOMO and LUMO (alpha / beta), eV: 8.55 / 1.81
Charge: +1


Entry 3:
Formula: C16H40MnN3O3SSi
Source: OMol25
Level of theory: ωB97M-V/def2-TZVPD

Geometry as XYZ:
```
65
Properties=species:S:1:pos:R:3:lowdin_spin:R:1
Mn 0.3710 1.2305 -1.5701 0.73
N -1.6644 1.3815 -1.5469 -0.01
C -2.0496 2.7635 -1.9491 0.00
C -1.2078 3.1797 -3.1610 0.00
N 0.0814 2.3891 -3.2089 0.01
C 1.3053 3.1953 -3.5806 0.00
C 2.4298 2.9462 -2.5777 0.00
N 2.3347 1.5306 -2.1098 -0.01
H -2.0485 0.7212 -2.2226 0.00
H -2.0818 1.1051 -0.6555 0.00
H -1.8659 3.4254 -1.1037 0.00
H -3.1135 2.8075 -2.1810 0.00
H -0.9576 4.2352 -3.0859 0.00
H -1.7401 3.0369 -4.1003 0.00
H -0.0424 1.6979 -3.9489 0.00
H 1.0437 4.2510 -3.5804 0.00
H 1.6024 2.9348 -4.5959 0.00
H 2.3431 3.5987 -1.7081 0.00
H 3.4024 3.1316 -3.0340 0.00
H 3.0288 1.3366 -1.3881 0.00
H 2.5801 0.9132 -2.8849 0.00
C 0.3100 3.0411 0.9532 0.00
C 0.7376 1.6905 1.4925 0.00
C 2.2296 1.5760 1.7044 0.00
C -0.0697 1.2514 2.6925 0.00
O 0.3806 0.7301 0.3567 0.00
Si -0.0280 -0.8974 0.3513 0.02
S 0.4597 -0.7658 -1.9528 0.22
O 0.9997 -1.7774 1.1000 0.01
C 1.7095 -3.0501 1.5394 0.00
C 1.7466 -3.9569 0.3297 0.00
C 0.8971 -3.6091 2.6854 0.00
C 3.0847 -2.5916 1.9692 0.00
O -1.5948 -1.0059 0.2608 0.02
C -2.7216 -1.9737 0.5738 0.00
C -2.8385 -2.0130 2.0820 0.00
C -3.9358 -1.3611 -0.0890 0.00
C -2.3474 -3.3113 -0.0270 0.00
H 0.6677 3.8447 1.5973 0.00
H -0.7754 3.1212 0.8863 0.00
H 0.7678 3.2339 -0.0339 0.00
H 2.5261 2.2239 2.5300 0.00
H 2.7900 1.9008 0.8245 0.00
H 2.5116 0.5543 1.9553 0.00
H 0.1033 1.9505 3.5120 0.00
H 0.2448 0.2651 3.0399 0.00
H -1.1383 1.2444 2.4763 0.00
H 0.7521 -4.3115 0.0554 0.00
H 2.3558 -4.8310 0.5608 0.00
H 2.2116 -3.4578 -0.5225 0.00
H -0.1089 -3.8759 2.3648 0.00
H 0.8445 -2.9035 3.5139 0.00
H 1.3773 -4.5176 3.0503 0.00
H 3.6230 -2.1318 1.1398 0.00
H 3.6603 -3.4568 2.2981 0.00
H 3.0255 -1.8961 2.8057 0.00
H -3.0991 -1.0346 2.4851 0.00
H -1.9111 -2.3608 2.5397 0.00
H -3.6270 -2.7110 2.3639 0.00
H -4.1346 -0.3622 0.3027 0.00
H -4.8121 -1.9727 0.1250 0.00
H -3.8204 -1.3280 -1.1739 0.00
H -1.4826 -3.7433 0.4780 0.00
H -2.1450 -3.2235 -1.0958 0.00
H -3.1773 -4.0077 0.0926 0.00
```

Summary:
DFT total energy, Ha: -2861.43218
Spin multiplicity: 2
⟨S²⟩: 0.83
Molar mass, u: 437.61
HOMO energy (alpha / beta), eV: -19.44 / -19.44
LUMO (alpha / beta), eV: -12.9 / -13.1
Gap between HOMO and LUMO (alpha / beta), eV: 6.58 / 6.38
Charge: +3


Entry 4:
Formula: C2H4N2O
Source: OMol25
Level of theory: ωB97M-V/def2-TZVPD

Geometry as XYZ:
```
9
Properties=species:S:1:pos:R:3:mulliken_charge:R:1
N 1.2152 0.4886 0.0575 -0.25
O 0.3132 0.9129 -1.0080 -0.30
C -0.4775 -0.2538 -0.7883 0.15
N -1.1064 -0.2343 0.4933 -0.49
C 0.3029 -0.5918 0.4103 -0.28
H 1.2753 1.2325 0.7562 0.25
H -0.8696 -0.7771 -1.6528 0.34
H -1.3243 0.7030 0.8254 0.25
H 0.6712 -1.4800 0.9064 0.33
```

Summary:
DFT total energy, Ha: -263.21739
Molar mass, u: 72.07
HOMO energy, eV: -9.49
ΔE to the lowest compared entry with this formula, charge and spin, kcal/mol: 91.5
LUMO, eV: 1.1
Gap between HOMO and LUMO, eV: 10.63
Charge: 0


Entry 5:
Formula: C36H24ClF10N8O7PS2Zr
Source: OMol25
Level of theory: ωB97M-V/def2-TZVPD

Geometry as XYZ:
```
90
Properties=species:S:1:pos:R:3:lowdin_spin:R:1
Zr 1.1142 -0.1356 1.0976 0.00
O 5.8817 -0.9749 -2.3440 0.00
C 5.3076 0.0811 -2.8821 0.00
O 5.7993 0.7146 -3.7713 0.00
C 3.9364 0.4621 -2.3680 0.00
C 3.2422 1.5834 -2.7328 0.00
Cl 3.6492 2.7490 -3.8761 0.00
N 2.0490 1.5931 -2.0341 0.00
N 1.9523 0.4692 -1.2614 0.00
C 3.0881 -0.1736 -1.4370 0.00
C 3.2422 -1.3927 -0.5649 0.00
O 4.2752 -2.0159 -0.4898 0.00
O 2.1217 -1.6288 0.0340 0.00
C 1.0255 2.5235 -2.0526 0.00
C 1.2510 3.8648 -2.2498 0.00
C 0.1623 4.7273 -2.2291 0.00
C -1.1639 4.3286 -1.9827 0.00
C -1.3921 3.0089 -1.7601 0.00
C -0.3296 2.0234 -1.8660 0.00
H 5.3501 -1.4196 -1.6452 0.00
H 2.2480 4.2536 -2.3692 0.00
H 0.3588 5.7831 -2.3794 0.00
H -1.9588 5.0580 -1.9439 0.00
H -2.3844 2.6404 -1.5392 0.00
H -0.3888 1.2891 -1.0382 0.00
O -2.2998 5.5628 -8.0675 0.00
C -1.2498 4.7309 -7.9701 0.00
O -0.4009 4.7101 -8.8094 0.00
C -1.1952 3.8125 -6.7719 0.00
C 0.0452 3.2645 -6.4687 0.00
C 0.1821 2.3987 -5.3977 0.00
C -0.9342 2.0835 -4.6253 0.00
S -0.7851 0.9193 -3.3009 0.00
C -2.1860 2.6044 -4.9412 0.00
C -2.3124 3.4700 -6.0159 0.00
H -2.8641 5.5347 -7.2876 0.00
H 0.8874 3.5121 -7.1002 0.00
H 1.1429 1.9479 -5.1764 0.00
H -3.0568 2.3120 -4.3694 0.00
H -3.2988 3.8349 -6.2750 0.00
F 2.9756 1.1959 1.2647 0.00
P 2.2220 2.6171 1.8436 0.00
F 3.1912 2.6389 3.0513 0.00
F 1.3151 3.7779 2.3490 0.00
F 1.1508 2.3249 0.5843 0.00
F 1.2264 1.4679 2.6491 0.00
F 3.1137 3.4814 0.8913 0.00
S -0.4239 -2.4366 1.2734 0.00
C 0.4078 -3.9329 1.3925 0.00
N 1.6777 -4.1934 1.1326 0.00
C 2.0167 -5.6099 1.3044 0.00
C 0.6679 -6.2231 1.7361 0.00
N -0.2050 -5.0451 1.7946 0.00
H 2.3019 -3.4846 0.7865 0.00
H 2.7700 -5.7222 2.0801 0.00
H 2.3853 -6.0293 0.3697 0.00
H 0.7386 -6.6966 2.7132 0.00
H 0.2876 -6.9423 1.0120 0.00
H -1.1932 -5.0728 1.9753 0.00
F -0.1735 -4.9633 5.7017 -0.01
C -0.7702 -3.8152 5.3825 -0.01
C -2.0917 -3.6726 5.7438 0.07
F -2.6554 -4.6854 6.3869 0.02
C -2.8498 -2.5248 5.4382 0.02
C -2.1309 -1.5251 4.7602 0.07
C -0.8145 -1.6799 4.4154 -0.01
F -0.2574 -0.6518 3.7341 -0.01
C -0.0610 -2.8272 4.6865 0.08
C 1.2991 -3.0098 4.2048 0.04
C 1.8966 -2.0276 3.4520 0.02
N 2.3398 -1.1410 2.8244 0.03
C 1.9862 -4.2544 4.2735 0.00
N 2.5593 -5.2533 4.2587 0.01
F -2.7182 -0.3856 4.3924 0.02
C -4.2428 -2.3979 5.7556 0.30
C -5.0053 -1.2634 5.3707 0.03
N -5.6582 -0.3642 5.0662 0.15
C -4.9776 -3.4079 6.4295 0.03
N -5.6252 -4.2057 6.9504 0.16
C -2.9750 -0.0554 -0.0935 0.00
C -2.0496 0.3600 1.0290 0.00
C -2.2723 1.7652 1.5462 0.00
O -0.6767 0.2352 0.5759 0.00
H -3.9999 -0.1045 0.2730 0.00
H -2.6922 -1.0387 -0.4685 0.00
H -2.9529 0.6531 -0.9246 0.00
H -2.1683 -0.3456 1.8540 0.00
H -2.0815 2.5059 0.7666 0.00
H -1.6155 1.9776 2.3904 0.00
H -3.3029 1.8774 1.8830 0.00
```

Summary:
DFT total energy, Ha: -4994.70787
Spin multiplicity: 2
⟨S²⟩: 0.79
Molar mass, u: 1092.40
HOMO energy (alpha / beta), eV: -9.93 / -10.60
ΔE to the lowest compared entry with this formula, charge and spin, kcal/mol: 59.6
LUMO (alpha / beta), eV: -6.3 / -6.3
Gap between HOMO and LUMO (alpha / beta), eV: 3.65 / 4.32
Charge: +1


Entry 6:
Formula: C5H11N3
Source: OMol25
Level of theory: ωB97M-V/def2-TZVPD

Geometry as XYZ:
```
19
Properties=species:S:1:pos:R:3:mulliken_charge:R:1
C -0.1207 -1.1184 -0.1126 -0.06
C 0.7061 -0.2838 -1.0499 -0.62
C -1.4982 1.2774 0.4175 -1.23
C -1.5367 -0.0409 -0.2983 0.56
N 0.3517 -1.2769 1.1792 -0.58
C 2.1987 0.0393 -0.4239 -0.16
N -2.5342 -0.5714 -0.8468 -0.68
N 2.2535 0.6973 0.6778 -0.50
H -0.4767 -2.0391 -0.5817 0.34
H -0.2762 -1.8839 1.6981 0.21
H 1.2312 -0.3167 1.4312 0.37
H -3.4292 -0.1109 -0.6505 0.26
H 3.1221 1.1505 0.9537 0.20
H 0.4662 0.7547 -1.2737 0.26
H 0.8514 -0.7929 -1.9963 0.28
H 3.1292 -0.3495 -0.8570 0.39
H -1.4180 2.0879 -0.3097 0.30
H -2.4103 1.4359 0.9989 0.43
H -0.6099 1.3415 1.0441 0.23
```

Summary:
DFT total energy, Ha: -361.23701
Molar mass, u: 113.16
HOMO energy, eV: -7.49
ΔE to the lowest compared entry with this formula, charge and spin, kcal/mol: 95.6
LUMO, eV: 0.7
Gap between HOMO and LUMO, eV: 8.23
Charge: 0


Entry 7:
Formula: C4H11NO2
Source: OMol25
Level of theory: ωB97M-V/def2-TZVPD

Geometry as XYZ:
```
18
Properties=species:S:1:pos:R:3:mulliken_charge:R:1
C 1.4657 1.5694 0.1041 -1.17
C 0.0581 1.2313 0.6111 -0.51
C 0.0437 -0.0572 1.5333 -0.59
C -1.0217 -1.0643 1.2166 0.33
N -0.9487 -1.7121 -0.0197 -0.43
O -1.8803 -1.3503 2.0152 -0.60
H 2.0607 1.5495 1.0164 0.34
H 1.4419 2.6194 -0.1917 0.37
H 1.7936 0.9111 -0.6909 0.28
H -0.3763 2.0444 1.2052 0.33
H -0.7909 1.0780 -0.0678 0.43
H 0.9567 -0.5354 1.1400 0.34
H 0.1818 0.1807 2.5791 0.40
H -0.5840 -1.1504 -0.7784 0.29
H -1.8669 -2.1333 -0.1511 0.25
O -0.1335 -0.9415 -2.8214 -0.62
H 0.3097 -1.6675 -3.2135 0.29
H -0.7097 -0.5717 -3.4866 0.29
```

Summary:
DFT total energy, Ha: -364.24514
Molar mass, u: 105.14
HOMO energy, eV: -9.37
ΔE to the lowest compared entry with this formula, charge and spin, kcal/mol: 14.5
LUMO, eV: 0.4
Gap between HOMO and LUMO, eV: 9.81
Charge: 0


Entry 8:
Formula: C2H5NO2
Source: OMol25
Level of theory: ωB97M-V/def2-TZVPD

Geometry as XYZ:
```
10
Properties=species:S:1:pos:R:3:mulliken_charge:R:1
O 1.3300 0.7049 0.8548 -0.51
C 0.1595 0.7713 0.0483 0.41
C -0.6365 -0.5403 0.2023 -0.51
N -0.2412 -0.6436 -1.5097 -0.34
O 0.5583 0.5514 -1.3154 -0.32
H 1.9966 0.5129 0.2241 0.31
H -0.4252 1.7257 0.2579 0.23
H -0.3899 -1.2315 1.0168 0.26
H -1.7724 -0.5387 0.0700 0.24
H 0.3269 -1.4599 -1.9724 0.23
```

Summary:
DFT total energy, Ha: -284.29296
Molar mass, u: 75.07
HOMO energy, eV: -8.98
ΔE to the lowest compared entry with this formula, charge and spin, kcal/mol: 109.4
LUMO, eV: 1.0
Gap between HOMO and LUMO, eV: 9.99
Charge: 0